Formula: C25H42AlBBrCaClCsN3O16
Source: OMol25
Level of theory: ωB97M-V/def2-TZVPD

Positions of all 92 atoms, in Å:
C  2.5557  -1.7636  -0.1763
C  1.7403  -3.0891  -0.1468
C  2.3811  -4.0580  -1.1796
C  0.2298  -2.7226  -0.4892
C  -0.0333  -2.6875  -2.0307
C  -1.3853  -1.9308  -2.4720
C  -2.3705  -1.6785  -1.1807
C  -3.0770  -3.0740  -0.6272
C  -4.7305  -2.9743  -0.8894
C  -5.5780  -3.9782  0.0094
O  -6.0091  -4.9820  -0.5344
O  -5.8847  -3.7611  1.3215
O  -1.0064  -0.6070  -3.0460
C  -0.2562  0.0616  -2.1998
N  0.1540  0.6475  -1.3113
H  2.0617  -0.9406  0.3848
H  3.5954  -1.8991  0.1841
H  2.5917  -1.4157  -1.2296
H  1.7258  -3.5825  0.8430
H  3.3948  -4.3252  -0.8133
H  1.8187  -5.0061  -1.2366
H  2.5426  -3.5923  -2.1684
H  0.0673  -1.7397  0.0064
H  -0.4121  -3.5157  -0.0468
H  0.8401  -2.3477  -2.6185
H  -0.1781  -3.7460  -2.3451
H  -1.9171  -1.0675  -0.3718
H  -3.2633  -1.0421  -1.5962
H  -2.6096  -4.0082  -1.1203
H  -2.9324  -3.0782  0.4897
H  -5.0162  -1.9115  -0.5496
H  -4.9964  -3.0591  -2.0205
H  -5.1452  -4.0887  2.0008
C  5.2137  1.3902  1.1271
C  5.2710  1.3486  -0.4015
O  5.6096  0.3327  -0.9254
C  4.9036  2.5893  -1.1624
H  5.4933  0.4192  1.5484
H  5.9009  2.1474  1.5053
H  4.1272  1.6162  1.4588
H  5.5729  3.4100  -0.8942
H  3.8696  2.8659  -0.9440
H  4.9970  2.3956  -2.2286
Al  -3.4640  -3.6164  2.0395
Br  3.5198  2.7754  2.2446
C  6.3383  4.9835  5.0884
C  6.2907  3.6150  4.4717
O  5.2797  3.2040  3.8636
N  7.3717  2.8325  4.5889
C  8.6319  3.1351  5.2534
H  5.3943  5.4925  4.9098
H  6.4910  4.9053  6.1650
H  7.1387  5.5706  4.6375
H  7.2679  1.9283  4.1532
H  9.4383  3.0588  4.5244
H  8.7951  2.4002  6.0412
H  8.6328  4.1298  5.6855
Cl  -7.9551  -4.8316  0.1915
Cs  -3.5089  -2.8209  -2.9258
B  -8.4686  -5.0531  -5.1619
O  -8.6081  -6.1318  -6.1354
C  -9.2926  -5.6511  -7.1882
O  -9.5765  -6.2753  -8.1599
C  -9.6269  -4.2119  -6.9217
O  -10.2258  -3.4771  -7.6406
O  -9.1320  -3.8754  -5.7171
O  -9.0753  -5.4355  -3.8451
C  -8.1495  -5.3860  -2.9560
O  -8.3394  -5.6469  -1.7630
C  -6.8402  -4.9616  -3.5973
O  -5.7840  -4.8126  -3.0304
O  -7.0384  -4.7718  -4.8738
C  2.8552  5.7605  0.0574
N  4.1207  6.5328  -0.0696
O  4.1352  7.6607  0.3631
O  5.0567  5.9608  -0.6023
H  2.1114  6.3784  0.5477
H  2.5303  5.4888  -0.9437
H  3.0849  4.8785  0.6509
Ca  -2.0887  -1.0780  2.6806
C  -0.3752  5.9048  2.9304
C  -0.7634  4.7004  2.0887
C  -1.1917  3.5290  2.9620
O  0.3397  4.3114  1.2656
H  0.4733  5.6669  3.5807
H  -0.0652  6.7333  2.2923
H  -1.2065  6.2378  3.5530
H  -1.5786  4.9687  1.4158
H  -0.3756  3.2071  3.6180
H  -1.4563  2.6720  2.3346
H  -2.0501  3.7941  3.5812
H  1.0830  4.0691  1.8286

- HOMO energy (hartree) = -0.423
- lowest unoccupied orbital energy (eV) = -9.69
- net charge = +2
- HOMO-LUMO gap (eV) = 1.82

Charges computed using Mulliken, reported in e:
1. C -1.27
2. C 0.27
3. C -1.52
4. C 0.25
5. C -0.52
6. C -1.16
7. C -1.00
8. C -2.08
9. C -1.39
10. C 0.91
11. O -0.44
12. O -0.25
13. O -0.45
14. C 0.53
15. N -0.42
16. H 0.33
17. H 0.42
18. H 0.21
19. H 0.35
20. H 0.47
21. H 0.38
22. H 0.30
23. H -0.10
24. H 0.19
25. H 0.49
26. H 0.32
27. H -0.43
28. H 1.99
29. H 1.76
30. H -0.30
31. H 0.71
32. H 1.25
33. H 0.21
34. C -0.86
35. C 0.96
36. O -0.42
37. C -1.15
38. H 0.44
39. H 0.36
40. H 0.35
41. H 0.40
42. H 0.27
43. H 0.36
44. Al -0.12
45. Br 0.18
46. C -1.43
47. C 0.85
48. O -0.54
49. N -0.11
50. C -0.89
51. H 0.29
52. H 0.40
53. H 0.41
54. H 0.20
55. H 0.31
56. H 0.31
57. H 0.36
58. Cl 0.15
59. Cs 0.91
60. B 1.06
61. O -0.50
62. C 0.58
63. O -0.52
64. C 0.58
65. O -0.53
66. O -0.47
67. O -0.45
68. C 0.69
69. O -0.56
70. C 0.63
71. O -0.64
72. O -0.54
73. C 0.09
74. N 0.94
75. O -0.52
76. O -0.56
77. H 0.30
78. H 0.29
79. H -0.52
80. Ca 0.69
81. C -1.28
82. C 0.40
83. C -1.13
84. O -0.29
85. H 0.29
86. H 0.31
87. H 0.42
88. H 0.32
89. H 0.32
90. H 0.15
91. H 0.42
92. H 0.00